w:
This record from OMol25 describes an isolated ion of composition C9H17N2O and charge +1. The level of theory is the ωB97M-V functional and the def2-TZVPD basis.

Last column: natural (NBO) charge in e.
Cartesian coordinates (Å):
C (-1.3337, 1.1180, 2.0509)  -0.3639
C (-1.7130, -0.1614, 2.0740)  -0.0586
C (-0.3412, 1.4697, 1.0368)  0.5572
C (-1.0263, -1.2446, 1.3692)  -0.2740
C (0.4466, 0.3093, 0.1381)  0.2750
C (2.0962, 0.4048, 0.4308)  -0.6184
C (0.6698, -2.1758, 0.1074)  -0.4105
C (0.8702, 0.2681, -2.3756)  -0.4180
C (-1.3187, 0.9805, -1.4428)  -0.4570
N (-0.0567, -0.9749, 0.3526)  -0.4990
N (0.1016, 0.9633, -1.2166)  -0.4031
O (-0.0242, 2.5977, 0.7680)  -0.5568
H (-1.7563, 1.9566, 2.6676)  0.2711
H (-2.6032, -0.5747, 2.6769)  0.2525
H (-0.6793, -1.8992, 2.2582)  0.2361
H (-1.7529, -1.9822, 0.9170)  0.2280
H (2.1635, 0.9732, 1.3944)  0.2512
H (2.6584, 0.8806, -0.3234)  0.2187
H (2.5186, -0.5076, 0.4286)  0.2215
H (0.0133, -3.0768, 0.1483)  0.2303
H (1.1730, -2.2007, -0.8202)  0.2082
H (1.4234, -2.3093, 0.9209)  0.1943
H (1.9552, 0.2444, -2.1556)  0.2352
H (0.4483, -0.7233, -2.5531)  0.2318
H (0.7545, 0.8881, -3.2931)  0.2417
H (-1.7280, 0.0134, -1.0736)  0.2368
H (-1.6730, 1.8221, -0.8581)  0.2441
H (-1.7442, 1.0023, -2.4943)  0.2596
H (0.4583, 1.9386, -1.1333)  0.4657

Output
**E_HOMO**: -12.90 eV
**Total charge**: +1
**HOMO-LUMO gap**: 9.5 eV

=====

x:
This record from OMol25 describes a 2-piece molecular cluster, C9H17N2O overall. The level of theory is the ωB97M-V functional and the def2-TZVPD basis.

Last column: natural (NBO) charge in e.
Cartesian coordinates (Å):
C (-2.9929, -1.3694, -0.2633)  -0.3216
C (-2.1573, -0.6987, -1.0361)  -0.2387
C (-3.2651, -0.5589, 0.7960)  0.1383
C (-1.7991, 0.4861, -0.4400)  0.1445
C (2.1302, -1.7567, -0.7943)  -0.5988
C (1.2776, -0.9429, 1.4162)  -0.6217
C (-0.8054, 1.4936, -0.7687)  -0.0288
C (1.1356, -0.8194, -0.1919)  -0.3256
C (1.3573, 0.5501, -0.5969)  -0.0641
N (-0.6050, 2.5059, 0.2107)  -0.8085
N (1.7079, 1.5359, 0.5028)  -0.7270
O (-2.5877, 0.5704, 0.6581)  -0.4076
H (-3.3718, -2.3633, -0.5938)  0.2594
H (-1.6951, -1.0300, -1.9969)  0.2387
H (-3.8838, -0.6601, 1.6740)  0.2267
H (3.1933, -1.5724, -0.4652)  0.2113
H (2.0610, -1.7287, -1.8180)  0.2103
H (1.9463, -2.8514, -0.4556)  0.2283
H (0.3943, -0.3689, 1.8077)  0.2083
H (1.1828, -2.0445, 1.7448)  0.2597
H (2.2392, -0.4844, 1.7623)  0.1826
H (-0.8202, 1.7954, -1.8273)  0.2382
H (0.1310, -1.0354, -0.5864)  0.2478
H (1.7494, 0.5276, -1.6399)  0.2422
H (-0.5402, 3.4853, -0.0522)  0.4253
H (-1.2960, 2.1998, 0.8061)  0.4150
H (0.7820, 2.1429, 0.6313)  0.4238
H (2.5285, 2.0062, 0.2773)  0.4199
H (2.0031, 0.9858, 1.2390)  0.4219

Output
**E_HOMO**: -11.42 eV
**Total charge**: +1
**HOMO-LUMO gap**: 8.2 eV

=====

Computed energies relative to the best structure, in hartree: w 0.0000; x 0.0685

=====

w:
This record from OMol25 describes C2H4N4OS in the gas phase. The level of theory is the ωB97M-V functional and the def2-TZVPD basis.

Last column: natural (NBO) charge in e.
Cartesian coordinates (Å):
C (0.5033, -0.5372, -0.2409)  0.3692
C (-2.1661, -0.1169, 0.2163)  0.2067
H (2.9522, -0.0337, 1.0739)  0.3709
H (3.3192, 0.1475, -0.5681)  0.3696
H (-2.1089, 1.8751, -0.4316)  0.4174
H (-3.1541, -0.0038, 0.6424)  0.1986
N (2.5502, 0.1590, 0.1350)  -0.6953
N (1.7062, -0.9471, -0.1573)  -0.3458
N (-1.6063, 0.9671, -0.3810)  -0.7738
N (-1.6678, -1.3077, 0.2371)  -0.1583
O (-0.4673, -1.3890, -0.4651)  -0.3649
S (0.1394, 1.1868, -0.0607)  0.4056

Output
**E_HOMO**: -8.87 eV
**HOMO-LUMO gap**: 9.2 eV

=====

x:
This record from OMol25 describes C2H4N4OS in the gas phase. The level of theory is the ωB97M-V functional and the def2-TZVPD basis.

Last column: natural (NBO) charge in e.
Cartesian coordinates (Å):
C (-0.9287, -1.5828, -0.2206)  0.7261
C (-0.4447, 0.4865, -0.5102)  0.2753
H (0.8669, 1.2548, 1.6099)  0.3612
H (2.1538, 1.1944, 0.4892)  0.3746
H (0.9935, -2.0275, 0.3862)  0.4053
H (-1.7296, 2.1630, -1.3503)  0.1755
N (1.4518, 0.6548, 0.9998)  -0.6345
N (0.6858, -0.0265, 0.0767)  -0.1371
N (0.2692, -1.3179, 0.4583)  -0.4724
N (-1.3920, -0.3490, -0.7603)  -0.5370
O (-1.4515, -2.6576, -0.3151)  -0.5761
S (-0.4744, 2.2076, -0.8635)  0.0390

Output
**E_HOMO**: -9.50 eV
**HOMO-LUMO gap**: 9.9 eV

=====

Computed energies relative to the best structure, in hartree: w 0.0909; x 0.0000

=====

w:
This record from OMol25 describes a 2-piece molecular cluster, C3H8NO3S overall. The level of theory is the ωB97M-V functional and the def2-TZVPD basis.

Last column: natural (NBO) charge in e.
Cartesian coordinates (Å):
O (-1.5536, 1.4978, -0.2041)  -0.8161
C (-1.2790, 0.3020, -0.4679)  0.7537
O (-1.9143, -0.5030, -1.1908)  -0.7753
C (-0.1292, -0.3799, 0.3811)  -0.1882
C (0.4680, -1.4953, -0.4548)  -0.4737
S (1.8943, -2.3222, 0.3823)  -0.1305
N (0.8200, 0.5380, 0.9516)  -0.8509
H (-0.7438, -0.7843, 1.1910)  0.1928
H (-0.2255, -2.3244, -0.5311)  0.2424
H (0.7211, -1.1437, -1.4467)  0.2088
H (2.6254, -1.2644, 0.7533)  0.1261
H (0.3258, 1.2905, 1.4020)  0.3800
H (1.4002, 0.9654, 0.2303)  0.3368
H (0.1527, 3.4116, 0.1534)  0.4572
H (-1.1483, 3.4943, -0.4209)  0.5015
O (-0.5967, 4.0222, 0.1851)  -0.9647

Output
**E_HOMO**: -4.38 eV
**Total charge**: -1
**HOMO-LUMO gap**: 7.5 eV

=====

x:
This record from OMol25 describes a 3-piece molecular cluster, C3H8NO3S overall. The level of theory is the ωB97M-V functional and the def2-TZVPD basis.

Last column: natural (NBO) charge in e.
Cartesian coordinates (Å):
C (-0.7169, -0.8644, 0.0959)  -0.2472
C (0.7287, -1.2813, -0.2060)  -0.5742
S (1.2575, -0.9108, -1.8941)  -0.0958
N (-0.9080, -0.3161, 1.4482)  -0.6988
C (-0.1502, 0.9477, 1.6756)  0.8771
O (-0.0872, 1.7084, 0.6804)  -0.8317
O (0.3485, 1.0094, 2.8040)  -0.7670
H (-1.2234, -0.2134, -0.6023)  0.2292
H (-1.3412, -1.7633, 0.0663)  0.1691
H (1.3817, -0.7357, 0.4847)  0.2377
H (0.8889, -2.3307, 0.0410)  0.2106
H (1.5567, 1.0255, -1.4550)  0.1689
H (-0.6117, -0.9985, 2.1361)  0.3487
H (-0.4622, 2.0187, -1.1424)  0.5099
H (-0.0396, 0.9607, -2.0561)  0.4624
O (-0.6215, 1.7438, -2.0761)  -0.9989

Output
**E_HOMO**: -4.76 eV
**Total charge**: -1
**HOMO-LUMO gap**: 7.1 eV

=====

Computed energies relative to the best structure, in hartree: w 0.0000; x 0.0765

=====

w:
This record from OMol25 describes a 7-piece molecular cluster, ClH12O6 overall. The level of theory is the ωB97M-V functional and the def2-TZVPD basis.

Last column: natural (NBO) charge in e.
Cartesian coordinates (Å):
Cl (-0.5110, -0.6000, 1.1197)  -0.9950
O (2.8204, -2.1104, 2.7537)  -0.9611
H (3.4432, -1.3896, 2.6607)  0.4586
H (2.0480, -1.8246, 2.2660)  0.4998
O (2.8253, 2.3225, 0.9778)  -0.9521
H (2.9212, 3.0645, 1.5748)  0.4590
H (2.0515, 1.8573, 1.2957)  0.4923
O (2.5479, 0.5712, -2.7697)  -0.9504
H (2.0391, 0.1686, -2.0659)  0.4819
H (3.1200, 1.1965, -2.3248)  0.4680
O (-3.7393, 2.8884, 2.4495)  -0.9496
H (-3.1560, 3.3070, 3.0825)  0.4615
H (-3.1937, 2.2299, 2.0194)  0.4879
O (-2.7828, -3.4971, -1.3597)  -0.9589
H (-2.5121, -4.2616, -0.8513)  0.4658
H (-2.3882, -2.7537, -0.9037)  0.4924
O (-1.8804, -0.1372, -3.6041)  -0.9498
H (-1.2116, -0.1460, -2.9194)  0.4806
H (-2.4416, -0.8855, -3.4011)  0.4690

Output
**E_HOMO**: -4.92 eV
**Total charge**: -1
**HOMO-LUMO gap**: 7.9 eV

=====

x:
This record from OMol25 describes ClH12O6 as an isolated structure. The level of theory is the ωB97M-V functional and the def2-TZVPD basis.

Last column: natural (NBO) charge in e.
Cartesian coordinates (Å):
Cl (15.6051, -7.8069, -3.5140)  -0.4268
O (15.8238, -7.4440, -5.9145)  -0.9658
H (15.5697, -7.7427, -5.0413)  0.3944
H (15.9576, -6.5013, -5.8162)  0.4492
O (13.7521, -6.2637, -3.1896)  -1.0132
H (14.5023, -6.7208, -3.5697)  0.3817
H (13.7743, -6.4965, -2.2614)  0.4475
O (15.3392, -10.1192, -2.7987)  -0.9681
H (15.5809, -9.2758, -3.1815)  0.3883
H (16.0355, -10.3054, -2.1689)  0.4362
O (14.4174, -9.5984, -5.1372)  -0.9354
H (15.3442, -9.8305, -5.1945)  0.4558
H (14.3836, -8.9067, -4.4764)  0.4464
O (14.1309, -7.1943, -1.3515)  -0.9476
H (14.7526, -7.4255, -2.0417)  0.4586
H (14.3033, -7.8248, -0.6523)  0.4760
O (17.7969, -6.2531, -3.1543)  -0.9709
H (18.4469, -6.9090, -2.9025)  0.4473
H (17.0071, -6.7590, -3.3456)  0.4464

Output
**E_HOMO**: -5.77 eV
**Total charge**: -1
**HOMO-LUMO gap**: 9.1 eV

=====

y:
This record from OMol25 describes ClH12O6 as an isolated structure. The level of theory is the ωB97M-V functional and the def2-TZVPD basis.

Last column: natural (NBO) charge in e.
Cartesian coordinates (Å):
Cl (-0.1533, -0.1363, -0.1427)  -0.5413
O (0.8714, -1.2531, -2.2634)  -0.9701
H (0.0553, -1.4142, -2.7370)  0.4546
H (0.6045, -0.7642, -1.4849)  0.4222
O (1.1434, 2.1037, 0.3840)  -0.9737
H (0.6408, 1.4072, -0.0386)  0.4399
H (1.8234, 1.6441, 0.8764)  0.4565
O (-0.9618, 2.0129, 1.7288)  -0.9622
H (-0.4962, 1.2554, 1.3743)  0.4715
H (-1.2963, 2.4712, 0.9579)  0.4598
O (-1.5862, 0.6774, -2.3291)  -0.9722
H (-1.2637, 0.3447, -1.4915)  0.4568
H (-2.5389, 0.6770, -2.2368)  0.4489
O (1.9508, -1.4871, 0.6546)  -0.9584
H (1.8603, -1.3582, 1.5987)  0.4447
H (1.1528, -1.1109, 0.2834)  0.4226
O (-0.6928, -2.0587, 1.5310)  -0.9672
H (-0.3804, -1.3701, 0.9440)  0.4233
H (-0.7331, -1.6407, 2.3911)  0.4440

Output
**E_HOMO**: -6.45 eV
**Total charge**: -1
**HOMO-LUMO gap**: 10.0 eV

=====

Computed energies relative to the best structure, in hartree: w 0.0000; x 0.2221; y 0.0830

=====

w:
This record from OMol25 describes an isolated ion of composition C4H10N2OS and charge +1. The level of theory is the ωB97M-V functional and the def2-TZVPD basis.

Last column: Mulliken spin population.
Cartesian coordinates (Å):
C (-1.2989, -0.0108, 2.1084)  0.0193
N (-0.8148, 0.5939, 0.8709)  0.7755
C (0.1585, -0.1785, 0.1206)  -0.0155
C (-0.5266, -0.4522, -1.2742)  0.0722
S (0.2052, -1.8963, -2.0480)  0.0366
C (1.3993, 0.7080, 0.0434)  0.0049
N (2.0228, 0.7755, -1.1648)  -0.0002
O (1.7860, 1.3295, 1.0117)  0.0208
H (-2.3340, 0.3518, 2.1735)  0.0266
H (-0.6987, 0.4531, 2.9127)  0.0565
H (-1.3069, -1.0837, 2.3007)  0.0045
H (-0.6229, 1.5951, 0.9579)  -0.0270
H (0.3098, -1.1499, 0.5893)  0.0163
H (-1.5925, -0.6443, -1.0580)  0.0003
H (-0.5253, 0.4930, -1.8158)  0.0062
H (-0.8805, -2.3733, -2.6349)  0.0009
H (2.7860, 1.4286, -1.2262)  0.0030
H (1.9334, 0.0604, -1.8671)  -0.0009

Output
**Spin multiplicity**: 2
**<S²>**: 0.755
**E_HOMO (alpha / beta)**: -13.64 / -13.58 eV
**Total charge**: +1
**HOMO-LUMO gap (alpha / beta)**: 10.6 / 5.6 eV

=====

x:
This record from OMol25 describes an isolated ion of composition C4H10N2OS and charge +1. The level of theory is the ωB97M-V functional and the def2-TZVPD basis.

Last column: Mulliken spin population.
Cartesian coordinates (Å):
C (1.9456, -0.3442, -0.6129)  -0.0035
C (0.4212, -0.2234, -0.4586)  0.0554
C (-0.2671, -1.5425, -0.3082)  -0.0896
S (-0.7261, -2.4139, -1.9188)  0.9963
N (0.0695, 0.6172, 0.7396)  0.0050
C (-1.2052, 1.1814, 0.8580)  -0.0001
N (-1.1050, 2.3730, 1.3888)  0.0000
O (-2.1642, 0.4700, 0.6704)  0.0065
H (2.5434, 0.2986, -1.2846)  0.0000
H (2.3769, -0.2816, 0.4281)  -0.0001
H (2.1818, -1.2891, -1.0444)  0.0022
H (0.1642, 0.4316, -1.4713)  -0.0148
H (-1.2192, -1.2773, 0.1936)  -0.0007
H (0.3485, -2.2127, 0.2890)  0.0545
H (-1.9521, -2.8801, -1.4397)  -0.0122
H (0.9047, 1.2272, 0.9691)  0.0010
H (-0.3175, 3.1206, 1.1848)  -0.0001
H (-1.9996, 2.7453, 1.8170)  0.0001

Output
**Spin multiplicity**: 2
**<S²>**: 0.753
**E_HOMO (alpha / beta)**: -13.67 / -13.66 eV
**Total charge**: +1
**HOMO-LUMO gap (alpha / beta)**: 9.6 / 4.7 eV

=====

Computed energies relative to the best structure, in hartree: w 0.0000; x 0.0328

=====

w:
This record from OMol25 describes an isolated ion of composition C6H5N4 and charge +1. The level of theory is the ωB97M-V functional and the def2-TZVPD basis.

Last column: natural (NBO) charge in e.
Cartesian coordinates (Å):
C (1.9734, -0.9733, 0.2624)  -0.1744
C (2.8256, 0.1851, 0.0103)  -0.1235
C (0.5851, -0.8258, 0.2094)  -0.1390
C (2.1047, 1.3828, -0.3761)  0.0605
C (0.0636, 0.5069, -0.0670)  -0.0255
C (-1.2963, 0.4737, 0.1109)  0.6456
N (0.8173, 1.5221, -0.3416)  -0.3315
N (-3.5118, -0.3045, -0.2428)  0.0229
N (-2.4320, 0.1489, 0.2254)  -0.1282
N (-4.6132, -0.1768, 0.2356)  -0.1705
H (2.3473, -1.9474, 0.3179)  0.2468
H (3.9135, 0.2202, 0.1896)  0.2629
H (-0.1394, -1.6677, 0.4247)  0.2502
H (2.6449, 2.2644, -0.6477)  0.2237
H (-5.2828, -0.8085, -0.3109)  0.3800

Output
**E_HOMO**: -13.86 eV
**Total charge**: +1
**HOMO-LUMO gap**: 7.8 eV

=====

x:
This record from OMol25 describes an isolated ion of composition C6H5N4 and charge +1. The level of theory is the ωB97M-V functional and the def2-TZVPD basis.

Last column: natural (NBO) charge in e.
Cartesian coordinates (Å):
C (-0.6399, 0.9171, -0.1631)  0.7008
C (-1.2069, -1.5432, -0.0246)  0.4283
C (1.5306, 0.1790, 0.1035)  0.4449
C (-2.5132, -1.2039, -0.0294)  -0.3624
C (-2.8047, 0.1743, -0.0222)  0.1319
C (2.8958, 0.7072, -0.0499)  -0.7032
N (-0.0389, -1.4242, 0.1873)  -0.0209
N (1.1273, -1.1256, 0.2562)  -0.1985
N (-1.8513, 1.0887, -0.1889)  -0.3897
N (0.5744, 1.1568, -0.0909)  -0.4133
H (-3.2419, -1.8960, 0.0033)  0.2759
H (-3.8096, 0.5065, 0.2901)  0.2631
H (3.0392, 1.8029, 0.0569)  0.2799
H (3.6036, 0.1912, 0.7707)  0.2762
H (3.3353, 0.4692, -1.0990)  0.2871

Output
**E_HOMO**: -14.26 eV
**Total charge**: +1
**HOMO-LUMO gap**: 9.2 eV

=====

Computed energies relative to the best structure, in hartree: w 0.0278; x 0.0000